Record 1
Density functional theory data (ωB97M-V with the def2-TZVPD basis set) for a molecular structure, H14O7Pd at a distorted geometry.

Last column: Löwdin spin population.
CARTESIAN COORDINATES (ANGSTROEM)
Pd1 -0.046 0.119 0.035  2.120
O1 1.388 0.126 -1.561  0.092
H1 2.128 0.733 -1.583  0.002
H2 1.545 -0.470 -2.293  0.005
O2 0.952 -2.008 0.154  0.104
H3 0.999 -2.796 0.695  0.004
H4 1.626 -2.135 -0.513  0.001
O3 -0.958 1.550 -1.318  0.147
H5 -0.417 2.256 -1.671  0.003
H6 -1.751 1.563 -1.855  0.006
O4 0.568 -0.155 2.415  0.188
H7 1.508 -0.335 2.387  0.000
H8 0.247 -0.671 3.155  0.004
O5 -1.265 -1.392 -1.420  0.092
H9 -2.182 -1.172 -1.586  0.001
H10 -1.083 -2.124 -2.009  0.004
O6 -1.909 -0.030 1.191  0.088
H11 -2.694 0.512 1.109  0.003
H12 -2.056 -0.548 1.982  0.003
O7 0.925 2.127 0.632  0.126
H13 0.600 2.725 1.305  0.003
H14 1.875 2.125 0.750  0.002

The calculation puts the LUMO energy (alpha / beta) at -11.19 / -17.74 eV. As for the expectation value of S²: 3.757. Its spin multiplicity is 4. The frontier orbital gap (alpha / beta) comes out at 13.1300 / 6.3885 eV. The total charge is +3.

Record 2
Density functional theory data (ωB97M-V with the def2-TZVPD basis set) for a gas-phase ion, C5H10ClN3O2 (charge +2) at a distorted geometry.

Last column: Löwdin spin population.
CARTESIAN COORDINATES (ANGSTROEM)
C1 -1.410 -0.950 -0.393  0.250
C2 0.435 -2.357 0.253  0.449
C3 1.837 -0.186 0.078  0.085
C4 3.029 1.795 0.531  0.004
C5 -3.182 1.353 -0.571  0.028
N1 -1.053 0.270 -0.194  0.397
N2 -0.730 -2.122 -0.228  0.187
N3 1.333 -1.369 0.593  0.069
O1 2.550 0.484 0.837  0.058
O2 -1.745 1.390 -0.271  0.380
Cl1 1.472 0.175 -1.535  0.039
H1 -2.493 -1.127 -0.496  0.010
H2 0.637 -3.385 0.650  0.014
H3 3.068 1.840 -0.574  0.001
H4 3.955 2.029 1.094  0.000
H5 2.339 2.716 0.725  0.004
H6 -3.542 0.507 0.023  0.009
H7 -3.316 1.115 -1.569  0.006
H8 -3.577 2.259 -0.121  0.002
H9 -1.465 -2.923 -0.283  0.000
H10 1.857 -1.513 1.453  0.006

The calculation puts the LUMO energy (alpha / beta) at -7.94 / -11.83 eV. As for the expectation value of S²: 2.012. Its spin multiplicity is 3. The frontier orbital gap (alpha / beta) comes out at 7.4180 / 7.1283 eV. The total charge is +2.

Record 3
Density functional theory data (ωB97M-V with the def2-TZVPD basis set) for a single C4H8N2 molecule at a distorted geometry.

Last column: Mulliken charge in e.
CARTESIAN COORDINATES (ANGSTROEM)
C1 -0.232 0.324 1.260  -1.447
C2 -1.172 0.505 -1.057  0.672
N1 1.897 -0.727 -0.164  -0.547
C3 -0.264 -0.444 -1.188  -0.957
C4 0.504 -0.768 0.028  0.273
N2 -2.210 1.123 -1.234  -0.533
H1 -2.464 1.978 -0.754  0.279
H2 2.448 -1.034 0.626  0.233
H3 2.236 0.140 -0.560  0.226
H4 -0.012 -0.887 -2.141  0.379
H5 0.213 -1.711 0.490  0.266
H6 -1.265 0.084 1.504  0.398
H7 -0.038 1.375 1.060  0.365
H8 0.359 0.042 2.132  0.394

The SMILES is C[C@H](N)C=C=N. The calculation puts the LUMO energy at 0.85 eV. The relative energy (zero: lowest compared OMol25 entry of this formula, charge and spin) comes out at 65.62 kcal/mol. The frontier orbital gap comes out at 8.8832 eV. The total charge is 0.

Record 4
Density functional theory data (ωB97M-V with the def2-TZVPD basis set) for a molecular structure, C22H18BN7O2Zn at a distorted geometry.

Last column: Mulliken charge in e.
CARTESIAN COORDINATES (ANGSTROEM)
Zn1 -15.701 2.347 -1.944  0.166
O1 -20.551 -2.468 -3.105  -0.725
C1 -20.098 -1.699 -3.999  0.457
O2 -20.224 -1.753 -5.249  -0.724
C2 -19.206 -0.573 -3.467  -0.473
C3 -18.579 0.295 -4.346  -0.742
C4 -17.742 1.283 -3.847  0.864
N1 -17.435 1.369 -2.553  0.175
C5 -18.095 0.585 -1.680  0.599
C6 -19.023 -0.349 -2.100  -0.506
C7 -17.683 0.810 -0.259  0.175
C8 -18.232 0.136 0.813  -0.670
C9 -17.777 0.465 2.090  -0.430
C10 -16.761 1.392 2.259  -1.081
C11 -16.268 2.000 1.116  -0.102
N2 -16.724 1.727 -0.090  0.104
C12 -16.988 2.252 -4.684  0.315
C13 -17.318 2.503 -6.015  -0.754
C14 -16.558 3.410 -6.728  -0.429
C15 -15.494 4.029 -6.090  -0.860
C16 -15.242 3.744 -4.766  -0.004
N3 -15.972 2.886 -4.072  -0.058
H1 -18.764 0.224 -5.388  0.548
H2 -19.550 -0.965 -1.395  0.610
H3 -19.045 -0.581 0.649  0.386
H4 -18.245 -0.010 2.957  0.421
H5 -16.412 1.661 3.246  0.436
H6 -15.504 2.755 1.171  0.678
H7 -18.154 2.011 -6.509  0.374
H8 -16.842 3.618 -7.746  0.453
H9 -14.885 4.774 -6.563  0.421
H10 -14.436 4.263 -4.236  0.391
B1 -12.892 2.060 0.133  -0.047
N4 -13.596 0.797 -0.544  0.540
C17 -13.480 -0.483 -0.153  -0.215
C18 -14.159 -1.293 -1.069  -0.951
C19 -14.703 -0.392 -1.973  -0.312
N5 -14.352 0.852 -1.644  -0.225
N6 -13.210 3.378 -0.686  0.137
C20 -12.344 4.361 -0.812  -0.167
C21 -12.971 5.489 -1.323  -0.916
C22 -14.300 5.072 -1.467  -0.423
N7 -14.426 3.804 -1.089  0.012
H11 -13.263 2.148 1.283  -0.091
H12 -11.712 1.883 0.022  -0.144
H13 -12.898 -0.705 0.730  0.474
H14 -14.237 -2.386 -1.096  0.398
H15 -15.342 -0.598 -2.823  0.505
H16 -11.303 4.206 -0.567  0.420
H17 -12.578 6.444 -1.551  0.438
H18 -15.175 5.594 -1.802  0.553

The calculation puts the LUMO energy at -1.04 eV. The relative energy (zero: lowest compared OMol25 entry of this formula, charge and spin) comes out at 0.00 kcal/mol. The frontier orbital gap comes out at 6.7865 eV. The total charge is 0.

Record 5
Density functional theory data (ωB97M-V with the def2-TZVPD basis set) for a molecular structure, C3H7N3 at a distorted geometry.

Last column: Mulliken charge in e.
CARTESIAN COORDINATES (ANGSTROEM)
C1 0.409 0.343 -0.003  0.387
C2 -2.075 0.140 0.070  0.258
C3 1.641 0.621 -0.025  0.446
N1 -0.828 0.491 0.055  -0.257
N2 2.869 0.926 -0.066  -0.125
N3 -3.141 0.873 -0.012  -0.209
H1 0.786 -1.504 0.323  -0.299
H2 -2.376 -0.995 -0.022  0.317
H3 0.958 -2.254 0.478  0.236
H4 3.566 1.144 0.618  0.316
H5 3.317 0.971 -0.944  0.337
H6 -3.973 0.365 -0.260  0.299
H7 -3.069 1.894 0.142  0.295

The calculation puts the LUMO energy at -12.24 eV. The relative energy (zero: lowest compared OMol25 entry of this formula, charge and spin) comes out at 104.63 kcal/mol. The frontier orbital gap comes out at 7.4444 eV. The total charge is +2.

Record 6
Density functional theory data (ωB97M-V with the def2-TZVPD basis set) for a molecular structure, C3H2DyLiO2 at a distorted geometry.

Last column: Löwdin spin population.
CARTESIAN COORDINATES (ANGSTROEM)
C1 -0.583 0.162 0.302  0.033
Li1 2.018 1.367 -0.463  0.004
O1 1.188 -0.342 -0.561  0.005
C2 -0.182 -0.484 -0.997  0.003
H1 -0.459 -1.543 -1.103  0.001
H2 -0.396 0.056 -1.931  0.000
Dy1 -0.650 -0.119 3.041  5.865
O2 -1.643 0.541 0.984  0.044
C3 0.708 0.362 0.728  0.046

The calculation puts the LUMO energy (alpha / beta) at -3.49 / -5.06 eV. As for the expectation value of S²: 12.033. Its spin multiplicity is 7. The frontier orbital gap (alpha / beta) comes out at 7.5569 / 6.0024 eV. The total charge is +1.

Number 1: E -18004.3374 eV. Number 2: E -26410.2154 eV. Number 3: E -7255.0300 eV. Number 4: E -86729.0820 eV. Number 5: E -7671.4507 eV. Number 6: E -31517.4720 eV.